C18H50BO16S5 | the ωB97M-V functional and the def2-TZVPD basis

Properties
* HOMO energy: -3.6 eV
* strongest force on any atom: 1.7 eV/A

The geometry in ORCA input format:
```
! RIJCOSX wB97M-V def2-TZVPD def2/J DEFGRID3
* xyz -1 1
B -3.64 -0.22 -0.50
O -2.96 -0.98 0.58
C -1.88 -0.29 1.11
C -2.32 0.90 2.03
C -1.99 2.26 1.31
H -2.87 0.01 -1.44
H -4.01 0.89 -0.12
H -4.64 -0.78 -0.89
H -1.28 -0.98 1.75
H -1.20 0.04 0.30
H -3.41 0.88 2.19
H -1.81 0.87 3.01
H -1.79 2.05 0.24
H -2.90 2.88 1.36
H -1.12 2.73 1.78
O -0.49 2.89 -1.48
S 0.47 2.39 -2.42
O 1.69 1.78 -1.98
O 0.82 3.56 -3.48
C 1.23 4.82 -2.94
C 2.68 4.79 -2.47
C -0.35 1.30 -3.55
H 0.56 5.13 -2.13
H 1.12 5.55 -3.75
H 2.79 4.14 -1.61
H 3.01 5.79 -2.20
H 3.33 4.40 -3.26
H -1.24 1.79 -3.92
H -0.61 0.40 -2.99
H 0.33 1.06 -4.36
O -0.14 -1.58 5.47
S -0.27 -3.01 5.38
O -0.10 -3.85 6.53
O 0.70 -3.54 4.20
C 2.07 -3.15 4.25
C 2.87 -3.95 5.27
C -1.81 -3.40 4.60
H 2.15 -2.07 4.45
H 2.47 -3.32 3.25
H 2.55 -3.71 6.28
H 3.93 -3.72 5.18
H 2.72 -5.02 5.12
H -1.91 -2.80 3.69
H -2.60 -3.15 5.30
H -1.83 -4.46 4.37
O -1.54 1.25 -6.41
S -1.99 1.44 -7.76
O -1.85 2.71 -8.42
O -3.51 0.95 -7.88
C -4.46 1.49 -6.94
C -4.90 2.89 -7.32
C -1.28 0.19 -8.79
H -4.06 1.46 -5.93
H -5.32 0.82 -6.97
H -4.08 3.60 -7.21
H -5.72 3.22 -6.68
H -5.22 2.93 -8.36
H -1.43 -0.78 -8.32
H -0.22 0.40 -8.88
H -1.75 0.23 -9.77
O 6.18 5.01 1.01
S 4.82 5.32 1.37
O 4.02 6.19 0.56
O 4.80 5.86 2.89
C 5.67 6.94 3.23
C 5.13 8.28 2.76
C 3.93 3.82 1.65
H 6.67 6.76 2.83
H 5.75 6.94 4.31
H 5.14 8.35 1.67
H 5.74 9.10 3.15
H 4.10 8.41 3.09
H 4.52 3.19 2.32
H 3.80 3.33 0.69
H 2.97 4.06 2.09
O -1.59 -6.47 3.48
S -0.56 -7.15 2.74
O -0.36 -6.92 1.34
O -0.70 -8.73 3.00
C -1.98 -9.34 2.75
C -2.23 -9.57 1.28
C 0.98 -6.93 3.57
H -2.78 -8.74 3.20
H -1.97 -10.29 3.28
H -2.34 -8.62 0.74
H -3.14 -10.15 1.13
H -1.39 -10.10 0.82
H 0.85 -7.16 4.63
H 1.27 -5.89 3.44
H 1.72 -7.59 3.12
*
```


C18H50N2O8 | the ωB97M-V functional and the def2-TZVPD basis

Properties
* HOMO energy: -7.6 eV
* relative energy (zero: lowest compared OMol25 entry of this formula, charge and spin): 1049.1 kJ/mol
* strongest force on any atom: 5.7 eV/A

The geometry in ORCA input format:
```
! RIJCOSX wB97M-V def2-TZVPD def2/J DEFGRID3
* xyz 0 1
C -16.44 -22.08 11.40
O -17.37 -21.09 11.44
H -15.58 -21.77 12.00
H -16.84 -23.03 11.76
H -16.02 -22.35 10.43
H -18.23 -21.40 11.14
C -16.86 -24.44 9.32
O -18.25 -24.82 9.41
H -16.93 -23.41 8.95
H -16.24 -24.50 10.21
H -16.36 -25.03 8.55
H -18.54 -25.09 8.54
C -14.69 -23.00 14.08
O -13.32 -23.28 13.96
H -15.25 -23.86 13.72
H -15.04 -22.77 15.08
H -15.04 -22.13 13.51
H -13.21 -24.19 14.27
C -19.98 -25.82 12.21
O -20.36 -24.46 12.52
C -19.81 -23.50 11.56
C -20.01 -22.07 12.06
N -19.50 -21.14 11.03
C -19.64 -19.74 11.62
C -18.99 -18.60 10.78
O -19.47 -18.18 9.48
C -19.20 -19.18 8.52
H -18.91 -25.97 12.11
H -20.56 -26.23 11.38
H -20.25 -26.41 13.08
H -20.26 -23.50 10.57
H -18.74 -23.71 11.56
H -19.37 -22.00 12.93
H -20.99 -21.83 12.48
H -20.15 -21.18 10.26
H -19.19 -19.73 12.61
H -20.72 -19.63 11.70
H -17.94 -18.87 10.74
H -18.89 -17.66 11.33
H -19.46 -18.85 7.52
H -19.73 -20.12 8.69
H -18.13 -19.36 8.48
C -12.97 -17.49 15.62
O -13.24 -18.85 15.25
C -14.41 -18.98 14.38
C -14.23 -20.21 13.49
N -13.06 -20.12 12.66
C -12.81 -21.40 11.94
C -11.41 -21.37 11.22
O -10.29 -21.53 12.10
C -8.98 -21.60 11.40
H -12.11 -17.34 16.28
H -13.84 -16.92 15.96
H -12.70 -17.02 14.68
H -14.41 -18.10 13.74
H -15.38 -18.93 14.88
H -15.15 -20.37 12.92
H -14.13 -21.06 14.17
H -12.23 -19.85 13.17
H -13.59 -21.45 11.18
H -12.84 -22.12 12.76
H -11.26 -20.48 10.61
H -11.49 -22.18 10.49
H -8.79 -20.66 10.88
H -8.98 -22.31 10.57
H -8.24 -21.88 12.15
C -14.64 -19.72 10.79
C -15.89 -18.76 10.96
C -16.57 -18.62 9.56
O -16.62 -19.19 12.11
H -14.09 -19.74 11.73
H -13.95 -19.34 10.04
H -14.83 -20.73 10.42
H -15.44 -17.79 11.15
H -17.39 -17.91 9.69
H -16.96 -19.54 9.13
H -15.80 -18.27 8.88
H -17.00 -20.05 11.93
*
```


C18H51N3O2P2 | the ωB97M-V functional and the def2-TZVPD basis

Properties
* HOMO energy: -7.5 eV
* structure (SMILES): OP(O)[PH4].CCN(CC)CC.CCN(CC)CC.CCN(CC)CC
* strongest force on any atom: 2.3 eV/A

The geometry in ORCA input format:
```
! RIJCOSX wB97M-V def2-TZVPD def2/J DEFGRID3
* xyz 0 1
O -4.27 -6.04 2.28
P -4.77 -4.43 2.14
O -3.87 -3.75 0.87
P -6.88 -4.58 1.40
H -4.26 -6.42 1.40
H -2.99 -3.71 1.23
H -6.84 -5.98 1.72
H -6.54 -3.98 0.13
H -7.27 -3.69 2.45
H -8.26 -4.71 0.99
C -0.53 -4.83 4.17
C 0.37 -4.39 3.03
N 0.38 -2.95 2.82
C 1.01 -2.55 1.58
C 2.51 -2.83 1.42
C 0.71 -2.15 3.99
C 2.06 -2.39 4.66
H -1.55 -4.46 4.02
H -0.57 -5.92 4.21
H -0.18 -4.48 5.14
H 0.01 -4.86 2.11
H 1.38 -4.79 3.21
H 0.84 -1.49 1.41
H 0.49 -3.06 0.76
H 3.12 -2.14 2.00
H 2.80 -2.70 0.37
H 2.78 -3.85 1.71
H -0.08 -2.30 4.74
H 0.63 -1.09 3.72
H 2.28 -3.45 4.78
H 2.06 -1.95 5.66
H 2.88 -1.92 4.11
C -0.50 5.41 2.19
C 0.47 4.23 2.19
N -0.20 2.95 2.11
C 0.68 1.83 2.39
C 1.84 1.57 1.42
C -1.10 2.77 0.99
C -0.53 2.95 -0.43
H -1.24 5.31 2.99
H 0.05 6.34 2.35
H -1.03 5.51 1.24
H 1.03 4.27 3.13
H 1.20 4.38 1.38
H 0.08 0.92 2.46
H 1.10 1.98 3.39
H 1.49 1.12 0.48
H 2.54 0.86 1.86
H 2.40 2.47 1.18
H -1.93 3.48 1.11
H -1.57 1.79 1.07
H 0.11 3.82 -0.51
H -1.35 3.08 -1.14
H 0.03 2.07 -0.75
C -0.25 0.57 -4.23
C 0.64 1.03 -5.38
N 0.63 2.47 -5.57
C 1.24 2.88 -6.82
C 2.74 2.62 -7.01
C 0.96 3.26 -4.41
C 2.32 3.03 -3.74
H -1.27 0.93 -4.36
H -0.27 -0.52 -4.19
H 0.12 0.92 -3.26
H 0.28 0.56 -6.29
H 1.66 0.64 -5.21
H 1.04 3.95 -6.97
H 0.71 2.38 -7.64
H 3.35 3.32 -6.43
H 3.01 2.77 -8.06
H 3.02 1.61 -6.74
H 0.18 3.10 -3.65
H 0.87 4.32 -4.66
H 2.55 1.97 -3.64
H 2.32 3.46 -2.74
H 3.13 3.51 -4.29
*
```


Kohn-Sham gap for every record listed, in sequence, given in eV: 5.577; 7.975; 8.076.